{
  "formula": "C42H75F3N11O13P4S",
  "method": "ωB97M-V with the def2-TZVPD basis set",
  "total_charge": 1,
  "homo_lumo_gap_ev": 4.255,
  "homo_energy_ev": -9.21,
  "energy_ha": -5288.59306,
  "lumo_ha": -0.182,
  "symbols": ["C", "C", "C", "C", "C", "C", "C", "C", "C", "C", "O", "N", "O", "C", "C", "O", "O", "S", "O", "O", "C", "F", "F", "F", "C", "C", "C", "O", "C", "C", "C", "C", "C", "C", "C", "N", "P", "O", "O", "O", "C", "H", "H", "H", "H", "H", "H", "H", "H", "H", "H", "H", "H", "H", "H", "H", "H", "H", "H", "H", "H", "H", "O", "P", "N", "C", "C", "N", "C", "C", "N", "C", "C", "H", "H", "H", "H", "H", "H", "H", "H", "H", "H", "H", "H", "H", "H", "H", "H", "H", "H", "O", "P", "N", "C", "C", "N", "C", "C", "N", "C", "C", "H", "H", "H", "H", "H", "H", "H", "H", "H", "H", "H", "H", "H", "H", "H", "H", "H", "H", "O", "P", "N", "C", "C", "N", "C", "C", "N", "C", "C", "H", "H", "H", "H", "H", "H", "H", "H", "H", "H", "H", "H", "H", "H", "H", "H", "H", "H"],
  "xyz": [[0.6083, 5.3922, 1.2056], [-0.7964, 4.9618, 1.5537], [-1.7034, 5.8105, 2.1819], [-2.9863, 5.3656, 2.4453], [-3.3984, 4.0850, 2.1134], [-2.5008, 3.2273, 1.4955], [-2.8798, 1.7945, 1.1062], [-2.2199, 1.4596, -0.2048], [-1.2076, 0.5080, -0.2603], [-0.6710, -0.2306, 0.9513], [-1.0949, -1.6017, 1.0042], [-2.4334, -1.7455, 0.4858], [-2.4628, -2.5253, -0.3652], [-0.6290, 0.2035, -1.5022], [0.4469, -0.8531, -1.5629], [1.5730, -0.5276, -1.3869], [0.0757, -2.1415, -1.7809], [1.3345, -3.2127, -1.7726], [0.7120, -4.4785, -1.9521], [2.2771, -2.9903, -2.8090], [2.1332, -3.3000, -0.0755], [1.6760, -2.3599, 0.7419], [3.4307, -3.1493, -0.2605], [1.9381, -4.4743, 0.4669], [-1.0286, 0.8535, -2.6682], [-0.4949, 0.5791, -4.0610], [1.0248, 0.4366, -4.2024], [1.4254, -0.4894, -4.8552], [1.9967, 1.3856, -3.5768], [1.6700, 2.4185, -2.6980], [2.6683, 3.2315, -2.1958], [4.0035, 3.0352, -2.5082], [4.3411, 1.9885, -3.3584], [3.3401, 1.1929, -3.8859], [-2.0202, 1.7972, -2.5365], [-2.5914, 2.0915, -1.3534], [-3.8466, 3.3348, -1.4929], [-4.2802, 3.4620, -2.8820], [-5.0831, 3.0178, -0.5746], [-3.1699, 4.6962, -1.0801], [-1.2083, 3.6716, 1.2360], [1.2469, 4.5182, 1.0818], [0.5532, 5.8474, 0.2111], [1.0113, 6.1049, 1.9185], [-1.3701, 6.8036, 2.4544], [-3.6977, 6.0178, 2.9369], [-4.4004, 3.7438, 2.3415], [-3.9569, 1.6498, 1.0866], [-2.5036, 1.1647, 1.9038], [-0.8475, 0.2718, 1.8992], [0.4110, -0.2829, 0.8344], [-0.7775, 1.4382, -4.6788], [-1.0256, -0.2698, -4.4910], [0.6430, 2.5982, -2.4106], [2.4273, 4.0552, -1.5337], [4.7982, 3.6514, -2.1114], [5.3605, 1.7512, -3.6285], [3.5951, 0.3760, -4.5477], [-2.3644, 2.3321, -3.4117], [-5.2001, 2.0710, -0.4081], [-3.5847, 5.3494, -1.6695], [-0.4545, 3.0369, 0.7763], [3.8619, 1.7103, 4.5248], [4.5347, 0.3608, 4.5837], [3.1592, -0.6220, 4.2447], [2.8638, -1.9488, 4.7368], [2.5136, -0.3905, 2.9676], [4.9594, 0.3760, 6.2607], [3.9867, 0.0500, 7.2927], [5.7048, 1.5661, 6.6508], [5.7305, -0.8360, 4.2990], [6.1156, -1.0216, 2.9013], [6.1447, -1.9378, 5.1338], [3.2059, -2.7416, 4.0534], [1.7825, -2.0574, 4.8611], [3.3012, -2.1443, 5.7129], [3.0340, -0.9100, 2.1517], [2.5001, 0.6753, 2.7297], [1.4712, -0.7275, 2.9888], [3.1686, -0.5666, 6.9272], [3.5272, 0.9407, 7.7377], [4.4815, -0.5085, 8.0950], [5.0473, 2.4321, 6.7827], [6.4444, 1.8266, 5.8900], [6.2402, 1.3868, 7.5857], [5.5136, -1.8021, 2.4137], [7.1690, -1.2958, 2.8152], [5.9844, -0.0949, 2.3383], [5.6745, -2.8746, 4.8117], [5.9259, -1.7847, 6.1848], [7.2287, -2.0806, 5.0605], [-8.5071, 2.8159, 0.5224], [-9.6230, 3.7625, 0.1290], [-10.7418, 2.6188, -0.4831], [-11.6833, 2.7910, -1.5674], [-11.2167, 1.6083, 0.4561], [-8.7610, 4.6087, -1.1171], [-8.6168, 4.0552, -2.4542], [-7.4843, 5.1232, -0.6579], [-10.7022, 5.0872, 0.2658], [-11.5098, 5.1164, 1.4854], [-11.2224, 5.9606, -0.7586], [-12.6764, 3.1109, -1.2202], [-11.8030, 1.8415, -2.0950], [-11.3463, 3.5105, -2.3108], [-12.0274, 1.9941, 1.0882], [-10.4105, 1.2773, 1.1106], [-11.5796, 0.7263, -0.0754], [-9.3959, 3.3387, -2.7031], [-7.6603, 3.5353, -2.5981], [-8.6716, 4.8643, -3.1913], [-6.7354, 4.3336, -0.6179], [-7.5715, 5.5473, 0.3461], [-7.1248, 5.9182, -1.3195], [-12.4740, 4.6104, 1.3449], [-11.7022, 6.1422, 1.8062], [-10.9871, 4.6222, 2.3067], [-12.2326, 5.6574, -1.0560], [-10.5988, 6.0014, -1.6449], [-11.2926, 6.9872, -0.3813], [6.6712, -8.6930, -4.1348], [6.2509, -7.5191, -3.2896], [7.6594, -6.5497, -3.4607], [8.2419, -5.6520, -2.4917], [7.9975, -6.1350, -4.8164], [6.1761, -8.3441, -1.7649], [7.3760, -8.6046, -0.9857], [5.3498, -9.5430, -1.8041], [5.2174, -6.2966, -2.6595], [4.5876, -5.4276, -3.6507], [5.1474, -5.7318, -1.3393], [7.8932, -4.6137, -2.6105], [9.3294, -5.6543, -2.6037], [8.0429, -5.9511, -1.4642], [7.4120, -5.2586, -5.1290], [7.8037, -6.9381, -5.5268], [9.0590, -5.8901, -4.8929], [8.1885, -7.9188, -1.2143], [7.7720, -9.6151, -1.1427], [7.1482, -8.4956, 0.0814], [5.8772, -10.3852, -2.2644], [4.4404, -9.3677, -2.3836], [5.0489, -9.8283, -0.7928], [5.1943, -4.5322, -3.8477], [3.5995, -5.1052, -3.3187], [4.4465, -5.9558, -4.5958], [5.6686, -4.7667, -1.2892], [5.5508, -6.3781, -0.5662], [4.1013, -5.5444, -1.0657]]
}

***

{
  "formula": "C11H24N4O2",
  "method": "ωB97M-V with the def2-TZVPD basis set",
  "relative_energy_kcal_mol": 31.7,
  "homo_lumo_gap_ev": 6.967,
  "homo_energy_ev": -7.37,
  "energy_ha": -802.93968,
  "lumo_ha": -0.015,
  "symbols": ["C", "C", "N", "C", "N", "C", "C", "C", "C", "C", "C", "N", "N", "H", "H", "H", "H", "H", "H", "H", "H", "H", "H", "H", "H", "H", "H", "H", "H", "H", "H", "H", "H", "H", "C", "C", "O", "O", "H", "H", "H"],
  "xyz": [[3.3818, -0.5899, 2.3851], [2.2338, 0.1293, 1.6483], [1.9411, -0.5461, 0.3499], [1.1593, 0.0409, -0.4771], [0.6901, -0.4004, -1.7654], [-0.7859, -0.0738, -1.6791], [-0.9234, 0.8246, -0.3677], [-2.0543, 1.8829, -0.3162], [-3.0012, 1.7405, 0.9260], [-3.5512, 0.2965, 1.1653], [-4.7962, -0.0656, 0.2474], [-5.1116, -1.5123, 0.4953], [0.4919, 1.3302, -0.3087], [4.3856, -0.2707, 2.0523], [3.3098, -0.3256, 3.4679], [3.2233, -1.6869, 2.3305], [2.3978, 1.2148, 1.4902], [1.3187, 0.0764, 2.2870], [2.3000, -1.4711, 0.0882], [0.6831, -1.4248, -1.7716], [-1.0443, 0.3879, -2.6504], [-1.4226, -0.9567, -1.4577], [-0.9197, 0.1319, 0.5089], [-1.5521, 2.8740, -0.2089], [-2.6849, 1.9043, -1.2268], [-3.8906, 2.3906, 0.7425], [-2.5493, 2.1393, 1.8629], [-2.8118, -0.5162, 0.9961], [-3.8770, 0.1937, 2.2287], [-5.6389, 0.5889, 0.5375], [-4.4889, 0.0432, -0.8142], [-4.6124, -2.0224, -0.2332], [-4.6054, -1.7729, 1.3421], [0.6960, 1.7684, -1.2115], [4.5091, -0.5546, -2.3509], [4.7032, -1.3732, -1.0680], [5.3528, -0.8131, -0.1541], [4.1732, -2.5129, -1.0762], [4.9876, 0.4230, -2.2744], [4.9422, -1.0871, -3.1994], [3.4415, -0.4051, -2.5403]]
}

***

{
  "formula": "C41H37FMnN2O2S4",
  "method": "ωB97M-V with the def2-TZVPD basis set",
  "relative_energy_kcal_mol": 14.3,
  "total_charge": 1,
  "homo_lumo_gap_ev": [7.503, 7.558],
  "homo_energy_ev": [-10.37, -10.53],
  "energy_ha": -4687.91243,
  "spin_multiplicity": 5,
  "s2": 6.2215,
  "lumo_ha": [-0.106, -0.109],
  "symbols": ["Mn", "S", "C", "C", "C", "C", "C", "C", "N", "C", "C", "C", "C", "C", "C", "C", "H", "H", "H", "H", "H", "H", "H", "H", "O", "S", "C", "C", "C", "C", "S", "O", "C", "C", "C", "C", "C", "C", "C", "C", "C", "C", "C", "C", "H", "H", "H", "H", "H", "H", "H", "H", "H", "H", "H", "H", "H", "H", "H", "H", "H", "H", "F", "C", "C", "C", "C", "C", "C", "C", "H", "H", "H", "H", "H", "H", "S", "C", "N", "C", "C", "C", "C", "H", "H", "H", "H", "H"],
  "xyz": [[13.5310, 10.5325, 11.7421], [16.0370, 12.1858, 15.0848], [16.6704, 10.5564, 14.8974], [17.8293, 9.9292, 15.3714], [18.1449, 8.6631, 14.9535], [17.3008, 7.9626, 14.1002], [16.1960, 8.5428, 13.5594], [15.8645, 9.8630, 13.9665], [14.8067, 10.6652, 13.4580], [14.7480, 11.8288, 14.0828], [13.5950, 12.6584, 13.8059], [13.2214, 13.8133, 14.5713], [12.0063, 14.4087, 14.3065], [11.1724, 13.9097, 13.2506], [11.6408, 12.8740, 12.4648], [12.8401, 12.2543, 12.6682], [18.5993, 10.4640, 15.9409], [19.1065, 8.2324, 15.2861], [17.5438, 6.9373, 13.8649], [15.4707, 8.0175, 12.8964], [13.8389, 14.0482, 15.4393], [11.6774, 15.3040, 14.8332], [10.3148, 14.5057, 13.0244], [11.0823, 12.5182, 11.5989], [11.9437, 9.3474, 12.2854], [12.0042, 8.6124, 13.6956], [10.2884, 8.1131, 13.9879], [9.6489, 7.1434, 12.9902], [9.4734, 7.7046, 11.6092], [8.5969, 6.9272, 10.7240], [8.4628, 7.4880, 8.9766], [9.8238, 7.4463, 8.3947], [8.0892, 9.2222, 9.2462], [6.7491, 9.6056, 9.4766], [6.5338, 10.9606, 9.6610], [7.5775, 11.8944, 9.6775], [8.8781, 11.5290, 9.4019], [9.1426, 10.1490, 9.2351], [12.9669, 7.1246, 13.4126], [13.5987, 6.4644, 14.4992], [14.4707, 5.4883, 14.2096], [14.7025, 5.0929, 12.8977], [14.0117, 5.6261, 11.8027], [13.1026, 6.6874, 12.0965], [9.8106, 9.0629, 13.9469], [10.2831, 7.6710, 14.9819], [8.6663, 6.9382, 13.4463], [10.2164, 6.2185, 12.9777], [10.4845, 7.7712, 11.2612], [9.2236, 8.7681, 11.6933], [7.5897, 6.8875, 11.0692], [8.8894, 5.8921, 10.6114], [5.9649, 8.8507, 9.5020], [5.5400, 11.2835, 9.8284], [7.3705, 12.9462, 9.9195], [9.5767, 12.3461, 9.3276], [10.1438, 9.7773, 9.0125], [13.6659, 6.9345, 15.4614], [15.0014, 5.0238, 15.0832], [15.5062, 4.3243, 12.7819], [14.1544, 5.2209, 10.7342], [12.5365, 7.1765, 11.3300], [17.5891, 14.3901, 8.1623], [16.5597, 13.7088, 8.6396], [15.9607, 14.0436, 9.8613], [14.8019, 13.3969, 10.2306], [14.2716, 12.3059, 9.5113], [13.0869, 11.5402, 9.9880], [14.9207, 11.9943, 8.3164], [15.9924, 12.7495, 7.8439], [16.4347, 14.7712, 10.4430], [14.3225, 13.8195, 11.1427], [12.8743, 10.7799, 9.2493], [12.2530, 12.2679, 10.1446], [14.4342, 11.1965, 7.7060], [16.5121, 12.5966, 6.8791], [15.2101, 9.1189, 10.3767], [16.8236, 9.7533, 10.5531], [16.9359, 11.0409, 10.9862], [18.1112, 11.6030, 11.3117], [19.2905, 10.9606, 11.1285], [19.2509, 9.6376, 10.6198], [18.0324, 9.0822, 10.3731], [16.1212, 11.6324, 11.0272], [18.0158, 12.5848, 11.7168], [20.2765, 11.4567, 11.2931], [20.2173, 9.1605, 10.4560], [17.9140, 8.0561, 10.0950]]
}